No. 1
Formula: C29H35F3N6O6S
Source: the OMol25 dataset
Level of theory: wB97M-V/def2-TZVPD

Results
orbital gap = 0.2842 Eh
strongest force on any atom = 2.2 eV/A
E_LUMO = -0.18 eV
total charge = 0

```
80
Properties=species:S:1:pos:R:3:forces:R:3:mulliken_charge:R:1
O 2.088117 -2.530640 -0.042419 0.1 0.4 -0.7 -0.498
C 2.085625 -1.752413 -0.956040 -0.5 -0.7 0.8 0.400
O 2.977413 -1.855963 -1.994105 0.1 -0.2 0.6 -0.467
C 1.071001 -0.637110 -1.075822 1.0 0.6 -0.4 -1.018
C 1.354932 0.523077 -0.104905 -1.9 -0.9 -0.6 0.291
O 0.574623 1.638312 -0.601277 0.7 0.5 -0.2 -0.332
S 1.477599 2.706557 -1.371416 -0.1 0.4 -0.7 1.187
O 1.493453 2.559640 -2.777358 -0.2 -0.9 -0.3 -0.559
O 1.197609 4.013075 -0.911080 0.0 0.0 1.0 -0.634
O 2.868784 2.140171 -0.828179 0.4 0.2 -0.1 -0.388
C 2.781672 0.988135 -0.014622 0.2 1.2 0.6 0.115
C 3.257763 1.408825 1.386159 0.7 -0.1 -0.3 0.591
F 4.599527 1.492401 1.346291 -0.1 0.1 0.1 -0.283
F 2.944208 0.475851 2.293336 -0.2 -0.1 0.1 -0.296
F 2.784723 2.583879 1.770012 -0.3 -0.1 0.1 -0.244
H 3.430621 -1.013855 -2.089430 0.0 0.3 -0.6 0.351
H 1.101216 -0.224851 -2.077195 0.1 0.1 -0.3 0.403
H 0.071453 -0.998035 -0.917856 -0.3 -0.3 0.3 0.473
H 0.864603 0.291901 0.828610 0.4 0.0 0.6 0.471
H 3.533742 0.293527 -0.353559 0.0 -0.5 -0.2 0.319
C -2.264258 4.231355 3.111824 0.0 0.0 0.1 -0.324
C -2.341926 2.987367 2.431103 0.0 0.0 0.0 -0.377
C -1.390873 3.007468 1.445995 0.0 0.0 0.0 -0.959
N -0.744788 4.211727 1.502524 0.0 0.1 0.1 0.434
C -1.271100 4.963155 2.515073 0.1 -0.1 0.1 -1.042
H -2.870546 4.554058 3.941472 0.0 0.0 0.0 0.507
H -3.014412 2.173707 2.643667 0.0 0.0 0.0 0.513
H -1.117887 2.278674 0.707295 -0.1 0.0 0.0 0.703
H -0.002176 4.495506 0.886815 0.0 0.0 0.0 0.156
H -0.897370 5.950874 2.722563 0.0 0.0 0.0 0.427
C 1.168559 0.158275 7.342397 0.0 0.0 0.0 -0.613
C 0.760045 -1.091135 6.803011 0.0 0.0 0.0 -0.386
C 1.124321 -1.103030 5.484531 0.1 0.0 0.0 -0.646
N 1.737549 0.088711 5.205981 0.0 0.0 0.1 0.210
C 1.770359 0.862173 6.333671 0.0 0.0 0.0 -0.422
H 1.036057 0.499831 8.354718 0.0 0.0 0.0 0.407
H 0.254306 -1.886530 7.323117 0.0 0.0 0.0 0.424
H 1.002440 -1.853134 4.721899 0.0 0.0 0.0 0.457
H 2.105988 0.353759 4.312896 0.0 0.0 0.0 0.234
H 2.216557 1.841370 6.321555 0.0 0.0 0.0 0.397
C 1.041978 -4.278071 -6.288987 0.0 0.0 0.0 -0.229
C 0.054655 -3.416465 -5.739540 0.0 0.0 0.0 -0.803
C 0.569034 -2.897196 -4.581604 0.1 0.0 0.1 -0.169
N 1.824858 -3.412601 -4.410424 0.0 0.0 -0.1 0.149
C 2.121438 -4.252477 -5.446681 0.0 0.0 0.1 -0.751
H 0.969193 -4.850015 -7.198341 0.0 0.0 0.0 0.478
H -0.918673 -3.202387 -6.147568 0.0 0.0 0.0 0.391
H 0.149567 -2.207293 -3.869192 0.0 0.0 0.0 0.313
H 2.433198 -3.204221 -3.640100 0.0 0.0 0.0 0.190
H 3.069569 -4.759423 -5.497393 0.0 -0.1 0.0 0.435
C 3.612139 -7.811687 -6.318293 0.0 0.0 0.0 -0.382
C 4.359621 -7.765033 -7.527611 0.0 0.0 0.0 -0.411
C 3.462406 -7.726282 -8.560110 0.0 0.0 0.0 -0.517
N 2.204116 -7.749494 -8.021693 0.1 0.0 0.0 0.023
C 2.286444 -7.798360 -6.657801 -0.1 0.0 0.0 -0.552
H 4.003848 -7.849293 -5.315852 0.0 0.0 0.0 0.447
H 5.431805 -7.760720 -7.626220 0.0 0.0 0.0 0.395
H 3.609539 -7.684396 -9.625171 0.0 0.0 0.0 0.391
H 1.351371 -7.733353 -8.547322 0.0 0.0 0.0 0.205
H 1.398896 -7.817409 -6.049844 0.0 0.0 0.0 0.403
C -2.998766 0.893682 5.059985 0.0 0.0 0.1 -0.812
C -2.198288 -0.218197 4.683871 0.0 0.0 -0.1 0.314
C -3.049056 -1.227175 4.318361 0.0 0.0 0.0 -0.951
N -4.331425 -0.768353 4.460861 0.1 0.0 0.0 0.034
C -4.308232 0.524026 4.913448 0.0 0.0 0.0 -0.485
H -2.649866 1.853812 5.399199 0.0 0.0 0.0 0.467
H -1.122852 -0.269994 4.684000 0.0 0.0 0.1 0.470
H -2.854346 -2.227809 3.972365 0.0 0.0 0.0 0.398
H -5.159330 -1.298250 4.268724 0.0 0.0 0.0 0.172
H -5.221527 1.065706 5.089989 0.0 0.0 0.0 0.402
C -4.123448 7.335260 -0.189009 0.0 0.0 0.0 -1.001
C -3.820524 6.219518 0.639672 0.0 0.1 -0.1 0.345
C -4.995883 5.796466 1.196217 -0.1 0.0 0.0 -0.682
N -5.995866 6.613522 0.739049 0.1 0.0 0.0 0.007
C -5.472767 7.553306 -0.106468 0.0 0.0 0.0 -0.427
H -3.429211 7.911257 -0.777381 0.0 0.0 0.0 0.382
H -2.853862 5.778045 0.807281 -0.1 0.0 0.0 0.387
H -5.204428 4.987677 1.874713 0.0 0.0 0.0 0.431
H -6.962938 6.536072 0.987420 -0.1 0.0 0.0 0.174
H -6.101919 8.290940 -0.573802 0.0 0.0 0.0 0.387
```
Forces are in eV/Å.



No. 2
Formula: C4H4N2S
Source: the OMol25 dataset
Level of theory: wB97M-V/def2-TZVPD

Results
orbital gap = 0.2917 Eh
strongest force on any atom = 4.9 eV/A
E_LUMO = -1.06 eV
total charge = 0
relative energy (zero: lowest compared OMol25 entry of this formula, charge and spin) = 68.6 kcal per mole

```
11
Properties=species:S:1:pos:R:3:forces:R:3:mulliken_charge:R:1
H -2.705350 -0.407728 -1.275445 0.2 0.2 -0.4 0.255
N -1.914046 0.229870 -1.415804 0.3 -0.1 1.0 -0.652
C -1.222424 0.154313 -0.335942 -1.0 -2.0 0.2 0.089
N -0.137672 0.921756 -0.048265 -0.1 1.5 0.7 -0.519
C 1.050974 0.659698 0.320211 -3.6 -2.6 -2.0 -0.004
C 1.617719 -0.648739 0.231000 2.1 -0.4 1.6 -0.046
C 0.989465 -1.786254 0.013876 0.2 -1.6 -0.9 0.008
S 0.479244 -3.210493 -0.417089 0.3 1.5 0.6 -0.248
H -1.571250 -0.623742 0.478377 1.0 1.6 -0.9 0.362
H 1.626261 1.398103 0.695058 1.9 2.5 1.0 0.499
H 2.680563 -0.668951 0.641575 -1.4 -0.6 -0.7 0.258
```
Forces are in eV/Å.



No. 3
Formula: C5H6FO2S
Source: the OMol25 dataset
Level of theory: wB97M-V/def2-TZVPD

Results
orbital gap (spin up / spin down) = 0.2806 / 0.2457 Eh
strongest force on any atom = 3.9 eV/A
E_LUMO (spin up / spin down) = 3.19 / 3.23 eV
total charge = -1

```
15
Properties=species:S:1:pos:R:3:forces:R:3:mulliken_charge:R:1
C -0.746772 2.108330 -0.036326 1.3 0.5 -0.8 0.509
C -1.611365 -0.097548 -1.212423 -3.0 -1.3 -1.2 -0.361
C -2.089364 -1.121359 -0.055583 -0.6 2.8 -1.2 -0.249
C -0.520717 0.680250 -0.562386 -1.6 -0.6 -0.6 0.095
C 1.724902 0.149032 0.838490 -1.6 -2.2 -0.9 -1.122
O -1.914024 2.477430 0.117150 -0.4 -0.2 0.3 -0.696
O 0.330540 2.773777 0.003370 -0.7 -0.4 0.4 -0.733
F -3.194808 -0.648366 0.616108 0.4 -0.5 -0.1 -0.246
S 0.969354 -0.082344 -0.793542 1.1 -0.5 0.7 -0.089
H -1.414662 -0.825570 -2.078770 0.6 1.4 1.0 0.294
H -2.551498 0.519764 -1.611621 2.1 -1.1 1.4 0.255
H -1.337695 -1.391383 0.650179 0.6 -0.4 0.6 0.236
H 1.430595 -0.529047 1.617059 -0.7 -0.6 0.1 0.274
H 1.559592 1.097022 1.118157 -1.2 3.6 1.0 0.373
H 2.732902 0.126702 0.812809 3.6 -0.6 -0.7 0.460
```
Forces are in eV/Å.



No. 4
Formula: C3H10NO2
Source: the OMol25 dataset
Level of theory: wB97M-V/def2-TZVPD

Results
orbital gap = 0.3751 Eh
strongest force on any atom = 6.2 eV/A
E_LUMO = -3.90 eV
total charge = +1
relative energy (zero: lowest compared OMol25 entry of this formula, charge and spin) = 78.0 kcal per mole

```
16
Properties=species:S:1:pos:R:3:forces:R:3:mulliken_charge:R:1
C 0.655310 -0.009545 1.301452 1.8 1.0 -3.9 -1.168
C -0.800712 1.744612 -0.759990 0.2 2.0 1.3 -0.505
C 0.037190 -0.532621 0.028687 -0.7 3.8 -1.8 0.455
N 0.761173 -1.600088 -0.639482 0.5 -1.5 -0.1 -0.300
O -1.214290 -0.993806 0.110346 -2.5 2.1 1.6 -0.575
O 0.108343 0.829667 -1.151751 2.2 -5.5 1.9 -0.422
H 0.278134 -0.553341 2.052269 -1.1 -1.9 3.2 0.457
H 1.746644 -0.004085 1.227164 -0.1 -0.2 0.2 0.413
H 0.375622 1.014612 1.350852 -0.3 0.8 0.5 0.260
H -0.366122 2.716737 -1.146174 -1.1 -0.7 0.3 0.250
H -0.719131 1.846892 0.404454 -1.1 0.3 -1.9 0.258
H -1.764916 1.466390 -1.209144 -0.2 0.8 0.7 0.210
H 0.858202 -2.341523 0.123762 -0.1 0.6 -1.4 0.414
H 1.742374 -1.267925 -0.856261 -1.4 -0.5 -0.5 0.396
H 0.152244 -2.007871 -1.456563 1.7 1.0 1.5 0.406
H -1.850063 -0.308106 0.620380 2.1 -2.2 -1.6 0.451
```
Forces are in eV/Å.



No. 5
Formula: C3H5IS
Source: the OMol25 dataset
Level of theory: wB97M-V/def2-TZVPD

Results
orbital gap = 0.3289 Eh
strongest force on any atom = 5.4 eV/A
E_LUMO = 0.40 eV
total charge = 0
relative energy (zero: lowest compared OMol25 entry of this formula, charge and spin) = 11.8 kcal per mole

```
10
Properties=species:S:1:pos:R:3:forces:R:3:mulliken_charge:R:1
C -0.665858 0.993430 0.401383 -4.3 -0.7 -3.1 -1.020
C -0.489529 -0.282449 -0.373060 0.3 0.4 -1.6 0.390
I -1.842539 -0.546833 -2.016625 0.3 -0.1 0.6 0.025
C 0.594578 -1.051012 -0.366261 -0.2 -1.9 -1.1 -0.449
S 1.963240 -1.066453 0.734722 0.1 0.5 0.2 -0.187
H -1.341822 0.678290 1.199888 -0.1 0.9 0.2 0.280
H -1.141188 1.810359 -0.347389 1.3 -1.7 2.2 0.333
H 0.267432 1.167417 0.727592 3.0 1.6 1.5 0.296
H 0.683077 -1.931466 -1.100094 -0.2 1.5 1.2 0.213
H 1.972608 0.228718 1.139843 -0.1 -0.4 -0.1 0.119
```
Forces are in eV/Å.



No. 6
Formula: C5H10N
Source: the OMol25 dataset
Level of theory: wB97M-V/def2-TZVPD

Results
orbital gap = 0.3639 Eh
strongest force on any atom = 3.6 eV/A
E_LUMO = -3.59 eV
total charge = +1
relative energy (zero: lowest compared OMol25 entry of this formula, charge and spin) = 37.7 kcal per mole

```
16
Properties=species:S:1:pos:R:3:forces:R:3:mulliken_charge:R:1
C 1.811872 -1.798336 0.420713 0.4 -1.7 1.0 -0.587
C 1.292462 0.293362 -0.897464 0.5 -2.6 1.5 0.392
C 0.981701 1.452842 -1.621680 -0.3 1.3 -0.8 -0.915
C -2.087578 -0.239092 1.318758 0.2 -0.3 0.1 -0.502
C -2.547469 0.814879 0.675809 0.0 0.4 -0.1 -0.552
N 1.523780 -0.668546 -0.311906 -0.7 3.0 -1.8 0.179
H 1.519304 -1.638605 1.460327 0.1 0.0 -0.1 0.313
H 1.259070 -2.646403 0.010643 0.0 0.1 0.0 0.309
H 1.898754 1.979364 -1.896730 0.0 0.0 0.0 0.348
H 0.434819 1.190507 -2.531460 0.0 0.0 0.1 0.313
H 0.355695 2.107298 -1.008469 0.0 -0.1 0.0 0.303
H -1.780043 -0.181194 2.350356 0.0 0.0 0.2 0.243
H -2.025120 -1.213982 0.858784 -0.1 -0.1 -0.1 0.278
H 2.880714 -1.999253 0.354352 0.0 0.0 0.1 0.337
H -2.885693 0.773305 -0.345757 -0.1 -0.1 -0.2 0.291
H -2.632267 1.773853 1.163725 0.0 0.1 0.1 0.251
```
Forces are in eV/Å.



No. 7
Formula: C14H16ClNTc
Source: the OMol25 dataset
Level of theory: wB97M-V/def2-TZVPD

Results
orbital gap (spin up / spin down) = 0.2710 / 0.2307 Eh
multiplicity = 4
strongest force on any atom = 3.0 eV/A
E_LUMO (spin up / spin down) = 0.79 / -0.80 eV
total charge = 0

```
33
Properties=species:S:1:pos:R:3:forces:R:3:mulliken_charge:R:1
C -1.047859 0.753081 -1.776272 0.8 0.4 -0.3 -0.095
C 0.337913 0.488495 -2.075768 -0.8 2.4 -0.2 -1.033
C 1.114402 1.575160 -1.470796 0.6 -0.4 -0.2 -0.051
C 0.238806 2.334387 -0.651955 -0.5 0.6 0.1 -0.835
C -1.098713 1.783542 -0.796769 -0.4 1.7 -0.9 -0.149
Tc 0.134733 0.267348 0.070372 -0.9 0.4 2.2 -0.157
N -1.305814 -0.973827 0.347622 -0.5 -1.2 -0.2 -0.328
C -0.513065 -2.192397 -0.202699 -1.8 0.4 1.4 -0.311
C 0.851504 -1.524001 -0.464620 1.2 -2.6 -0.6 -0.694
H 2.208757 1.711358 -1.543964 -0.9 -0.1 0.0 0.357
H 0.660769 -0.292744 -2.726905 0.3 0.0 -0.3 0.643
H 0.515672 3.132474 0.054175 -0.2 -0.5 -0.7 0.444
H -2.013051 2.125186 -0.296575 0.6 0.0 -0.3 0.450
H -1.897687 0.273087 -2.255058 0.3 -0.3 0.6 0.419
H 1.315870 -1.747837 -1.448047 -0.7 0.2 0.5 0.341
H -0.965813 -2.782751 -1.077204 0.4 1.1 1.1 0.201
H -2.254925 -1.071959 0.748577 1.1 -0.1 -0.6 0.133
H 1.627948 -1.815605 0.223459 0.2 -0.4 0.6 0.338
H -0.645953 -2.731211 0.753841 1.1 -1.0 -0.9 0.310
Cl 0.218927 3.224949 4.213884 0.1 0.8 -0.1 -0.235
C 0.315711 1.575478 4.642484 0.6 -2.2 -1.9 0.323
C 0.114858 1.191697 5.947762 -0.2 -0.2 0.7 -0.367
C 0.088229 -0.146315 6.341518 0.1 0.5 -1.3 -0.609
C 0.243276 -1.092049 5.327623 0.0 -1.1 0.7 -0.441
C 0.489327 -0.778777 4.010052 0.3 2.3 -0.5 -0.594
C 0.606713 0.602290 3.587030 -0.9 -0.2 1.5 0.986
C 0.983744 0.948278 2.210874 0.3 -0.1 -1.2 -0.881
H -0.041609 1.947993 6.698254 0.0 0.3 0.1 0.388
H -0.080693 -0.417810 7.371189 0.0 -0.1 0.0 0.380
H 0.202929 -2.148446 5.609649 0.0 0.3 -0.1 0.307
H 0.667978 -1.531633 3.254625 -0.1 -0.2 0.1 0.284
H 1.455038 0.021370 1.748857 0.6 1.0 0.6 -0.039
H 1.539378 1.942490 2.090787 -0.7 -1.7 0.1 0.516
```
Forces are in eV/Å.



No. 8
Formula: C15H17N3O5S3
Source: the OMol25 dataset
Level of theory: wB97M-V/def2-TZVPD

Results
orbital gap = 0.3034 Eh
strongest force on any atom = 1.3 eV/A
E_LUMO = -0.78 eV
total charge = 0
relative energy (zero: lowest compared OMol25 entry of this formula, charge and spin) = 68.7 kcal per mole

```
43
Properties=species:S:1:pos:R:3:forces:R:3:mulliken_charge:R:1
C 3.170286 2.953260 -1.674404 0.1 -0.3 0.1 -1.120
C 2.930300 1.657273 -0.902687 0.1 0.2 -0.3 -0.521
N 1.661595 1.669265 -0.198484 0.2 0.2 0.3 0.409
C 0.504463 1.170010 -0.690174 0.0 -0.3 -0.4 0.777
O -0.552148 1.251782 -0.096512 -0.4 0.1 0.1 -0.639
C 0.558107 0.458962 -2.036138 0.0 -0.3 0.1 -1.065
S 1.382710 -1.164952 -1.881342 0.5 0.3 -0.2 -0.203
C 0.029141 -2.163734 -1.503170 -0.3 -0.5 0.1 0.463
N -1.194686 -1.785428 -1.560813 0.3 0.8 -0.2 -0.279
C -2.049573 -2.784549 -1.227595 -0.1 -1.1 0.3 -0.407
C -3.439953 -2.683499 -1.190404 0.2 -0.1 0.0 -0.567
C -4.177395 -3.791141 -0.843848 -0.1 -0.3 0.1 -0.390
C -3.538819 -4.996135 -0.534562 0.8 1.0 -0.3 -0.167
N -4.336051 -6.141203 -0.179753 -0.3 -0.4 0.1 1.012
O -3.753387 -7.169192 0.094390 0.1 -0.3 0.1 -0.624
O -5.541303 -6.009660 -0.177619 -0.3 0.0 0.0 -0.621
C -2.156179 -5.127630 -0.558304 -0.3 -0.2 0.1 -0.314
C -1.420062 -4.015111 -0.904802 -0.2 0.4 -0.1 0.678
S 0.308408 -3.844816 -1.029182 -0.3 0.4 -0.1 -0.240
C 1.631116 2.410022 1.058392 -0.1 -0.5 -0.1 -0.562
C 1.209629 1.537750 2.254570 0.1 -0.3 -0.2 -0.984
C 1.233058 2.427376 3.481698 -0.2 0.6 -0.3 -0.700
S 0.867122 4.097717 2.819977 -0.1 0.2 0.0 1.179
O 2.048559 4.908845 2.942947 0.5 -0.1 -0.1 -0.660
O -0.355021 4.623132 3.353449 -0.4 -0.2 0.0 -0.678
C 0.699181 3.608508 1.072017 0.1 0.1 0.8 -0.856
H 2.368416 3.131904 -2.386877 -0.1 0.0 -0.1 0.262
H 4.109769 2.889669 -2.216133 0.1 0.1 -0.1 0.443
H 3.220805 3.801129 -0.996199 0.0 0.1 0.1 0.329
H 2.969730 0.802823 -1.578001 0.1 0.1 0.1 0.257
H 3.723704 1.517579 -0.163353 -0.1 -0.1 -0.1 0.385
H -0.464772 0.256018 -2.351462 0.1 0.1 0.0 0.457
H 1.096194 1.019514 -2.796914 0.0 0.0 0.0 0.465
H -3.906205 -1.742549 -1.430148 -0.1 0.1 0.0 0.483
H -5.255008 -3.754628 -0.803650 0.0 0.0 0.0 0.480
H -1.696233 -6.071868 -0.312757 0.0 -0.1 0.0 0.505
H 2.645148 2.779771 1.240863 0.0 -0.1 -0.1 0.551
H 0.202214 1.163876 2.070550 0.1 0.0 0.0 0.345
H 1.882590 0.684943 2.358417 0.0 0.0 0.0 0.447
H 0.479859 2.174739 4.219013 -0.1 0.1 0.1 0.441
H 2.213764 2.488721 3.944130 0.1 0.1 0.0 0.357
H 1.022371 4.428650 0.440719 0.0 0.2 0.1 0.431
H -0.331445 3.332856 0.874155 0.0 0.0 0.0 0.442
```
Forces are in eV/Å.



No. 9
Formula: C5H8P2
Source: the OMol25 dataset
Level of theory: wB97M-V/def2-TZVPD

Results
orbital gap = 0.3000 Eh
strongest force on any atom = 4.8 eV/A
E_LUMO = -0.41 eV
total charge = 0
relative energy (zero: lowest compared OMol25 entry of this formula, charge and spin) = 62.2 kcal per mole

```
15
Properties=species:S:1:pos:R:3:forces:R:3:mulliken_charge:R:1
C 2.749412 0.824875 0.488458 0.4 -1.4 0.7 -0.508
C 3.088298 -0.090851 -0.352457 0.4 0.3 -1.4 -0.127
C 2.197232 1.083782 -0.873406 0.5 -0.5 0.5 -0.363
C -2.557822 -1.307563 0.535187 4.3 -1.6 -1.2 -1.131
C -2.126923 0.055991 0.067371 2.0 -0.5 -2.2 -0.579
P 0.442364 0.865775 -1.367813 -0.2 -0.3 0.9 -0.081
P -0.337957 0.639515 0.507206 -0.8 -0.7 -1.1 0.022
H 2.856033 1.030020 1.539174 -0.2 0.6 0.0 0.354
H 3.755968 -0.849585 -0.817800 -1.0 0.6 0.9 0.337
H 2.776165 1.805265 -1.413226 -0.1 0.6 -0.6 0.384
H -2.142037 -1.369841 1.493133 0.1 -0.3 2.0 0.349
H -3.572487 -1.331327 0.576830 -2.9 -0.6 0.0 0.369
H -2.045668 -2.243206 0.064508 -1.2 1.8 0.1 0.267
H -2.765755 0.687704 0.558356 -1.5 2.0 1.3 0.376
H -2.316822 0.199446 -1.005520 0.2 0.0 0.2 0.332
```
Forces are in eV/Å.